The following is a quantum chemistry calculation of an isolated molecule of C2H2ClFS at a distorted geometry, from the Open Molecules 2025 dataset.

## Properties
- total charge = 0
- energy above the lowest of the compared OMol25 structures with the same formula, charge and spin (kcal/mol) = 24.4
- E_tot (Ha) = -1035.5768
- LUMO energy (Ha) = 0.029
- SMILES = F[C@@H]1S[C@H]1Cl

Element x y z (Å)
1 F 0.77 -0.66 1.57
2 C 0.77 -0.20 0.32
3 S 0.39 1.49 0.07
4 C -0.85 0.25 -0.29
5 Cl -1.20 -0.11 -1.89
6 H 1.50 -0.80 -0.38
7 H -1.38 0.03 0.58

natural (NBO) population analysis, charges in e, atoms 1 to 6: -0.334 0.049 0.226 -0.438 0.061 0.207

***

The following is a quantum chemistry calculation of an isolated molecule of C2H2ClIO at a distorted geometry, from the Open Molecules 2025 dataset.

## Properties
- total charge = 0
- ⟨S²⟩ = 2.014
- energy above the lowest of the compared OMol25 structures with the same formula, charge and spin (kcal/mol) = 30.3
- E_tot (Ha) = -910.3216
- multiplicity = 3
- LUMO energy (alpha / beta) (Ha) = -0.002 / -0.047

Element x y z (Å)
1 C -1.49 0.35 1.09
2 C 2.06 0.77 -0.52
3 O -1.73 1.49 1.02
4 Cl 3.31 0.80 0.69
5 I 0.33 -0.63 0.21
6 H -2.04 -0.46 1.57
7 H 2.41 0.09 -1.31

natural (NBO) population analysis, charges in e, atoms 1 to 6: 0.347 -0.374 -0.449 -0.030 0.192 0.156

***

The following is a quantum chemistry calculation of the ion C2H2ClIO2P with charge +1 at a distorted geometry, from the Open Molecules 2025 dataset.

## Properties
- total charge = +1
- energy above the lowest of the compared OMol25 structures with the same formula, charge and spin (kcal/mol) = 58.9
- E_tot (Ha) = -1326.7828
- LUMO energy (alpha / beta) (Ha) = -0.242 / -0.257

Element x y z (Å)
1 C 1.05 0.01 -0.94
2 C 0.16 -1.05 -0.53
3 O 0.64 1.17 -0.72
4 O -0.75 -0.80 0.33
5 P -1.44 0.75 0.67
6 Cl -2.46 0.21 2.22
7 I 0.61 2.14 1.29
8 H 1.91 -0.43 -1.39
9 H 0.27 -2.01 -0.92

natural (NBO) population analysis, charges in e, atoms 1 to 6: 0.198 0.286 -0.565 -0.662 1.040 -0.140

***

The following is a quantum chemistry calculation of a cluster of 2 separate species, C2H2ClN in total at a distorted geometry, from the Open Molecules 2025 dataset.

## Properties
- total charge = 0
- energy above the lowest of the compared OMol25 structures with the same formula, charge and spin (kcal/mol) = 145.1
- E_tot (Ha) = -592.0974
- LUMO energy (alpha / beta) (Ha) = -0.071 / -0.071

Element x y z (Å)
1 C 0.14 -1.69 0.78
2 C 0.06 -0.62 0.21
3 N -0.52 1.11 -0.90
4 Cl -0.23 2.71 -0.30
5 H 0.21 -2.33 1.60
6 H 0.34 0.82 -1.39

From a natural (NBO) analysis of the wavefunction, the atomic charges in e read: -0.370 0.043 -0.464 0.181 0.238 0.372

***

The following is a quantum chemistry calculation of a structure of composition C2H2ClN2O2 at a distorted geometry, from the Open Molecules 2025 dataset.

## Properties
- total charge = -1
- energy above the lowest of the compared OMol25 structures with the same formula, charge and spin (kcal/mol) = 15.5
- E_tot (Ha) = -797.5893
- LUMO energy (Ha) = 0.140

Element x y z (Å)
1 C -0.49 -2.11 -1.00
2 C -1.06 -0.46 -0.16
3 N 0.69 0.42 0.56
4 N -0.20 -0.44 0.82
5 O -0.56 -2.98 -0.21
6 O -0.01 -1.84 -2.07
7 Cl -2.71 -0.87 0.12
8 H -1.10 0.34 -0.98
9 H 1.48 0.37 1.21

natural (NBO) population analysis, charges in e, atoms 1 to 6: 0.894 -0.260 -0.495 -0.182 -0.658 -0.686

***

The following is a quantum chemistry calculation of a cluster of 2 separate species, C2H2ClN3O in total at a distorted geometry, from the Open Molecules 2025 dataset.

## Properties
- total charge = 0
- energy above the lowest of the compared OMol25 structures with the same formula, charge and spin (kcal/mol) = 163.7
- E_tot (Ha) = -776.8273
- LUMO energy (alpha / beta) (Ha) = -0.042 / -0.061

Element x y z (Å)
1 C 1.01 0.97 0.78
2 C 0.16 -0.09 0.15
3 N 0.84 0.68 2.06
4 N -0.30 -0.93 1.02
5 N -0.62 -0.56 -2.30
6 O 0.17 -0.46 2.22
7 Cl -1.57 -1.86 -2.40
8 H 1.49 1.93 0.48
9 H -1.17 0.32 -2.02

natural (NBO) population analysis, charges in e, atoms 1 to 6: -0.175 0.263 -0.065 -0.193 -0.559 -0.122

***

The following is a quantum chemistry calculation of an isolated molecule of C2H2ClN3O at a distorted geometry, from the Open Molecules 2025 dataset.

## Properties
- total charge = 0
- energy above the lowest of the compared OMol25 structures with the same formula, charge and spin (kcal/mol) = 15.2
- E_tot (Ha) = -777.0640
- LUMO energy (Ha) = -0.015
- SMILES = N#CN(Cl)C(N)=O

Element x y z (Å)
1 N -0.43 1.89 -1.52
2 C -0.70 0.83 -1.19
3 N -0.69 -0.39 -0.67
4 Cl -2.31 -1.06 -0.72
5 C 0.03 -0.63 0.53
6 N 1.13 0.18 0.82
7 O -0.32 -1.57 1.20
8 H 1.50 0.93 0.13
9 H 1.81 -0.17 1.42

natural (NBO) population analysis, charges in e, atoms 1 to 6: -0.315 0.393 -0.482 0.200 0.777 -0.835

***

The following is a quantum chemistry calculation of a cluster of 2 separate species, C2H2ClNO2 in total at a distorted geometry, from the Open Molecules 2025 dataset.

## Properties
- total charge = 0
- energy above the lowest of the compared OMol25 structures with the same formula, charge and spin (kcal/mol) = 107.7
- E_tot (Ha) = -742.6649
- LUMO energy (Ha) = 0.001
- SMILES = [O-][N+]#CCl.C=O

Element x y z (Å)
1 O -0.89 1.49 -2.38
2 N -1.00 0.31 -2.33
3 C -1.08 -0.79 -1.93
4 Cl -0.92 -2.34 -2.34
5 C -0.22 -0.59 0.57
6 O 0.11 -1.68 0.27
7 H -1.36 -0.42 0.50
8 H 0.46 0.20 1.03

natural (NBO) population analysis, charges in e, atoms 1 to 6: -0.377 0.190 0.023 0.163 0.268 -0.511

***

The following is a quantum chemistry calculation of a cluster of 2 separate species, C2H2ClNO3 in total at a distorted geometry, from the Open Molecules 2025 dataset.

## Properties
- total charge = -2
- energy above the lowest of the compared OMol25 structures with the same formula, charge and spin (kcal/mol) = 50.4
- E_tot (Ha) = -818.0591
- LUMO energy (alpha / beta) (Ha) = 0.184 / 0.184

Element x y z (Å)
1 C 1.44 -1.04 -0.12
2 C 0.84 0.36 0.43
3 N 1.90 1.63 0.33
4 O 2.44 -1.51 0.46
5 O 1.51 2.36 -0.61
6 O 0.70 -1.51 -1.01
7 Cl -9.60 -0.75 -0.93
8 H 0.95 -0.01 1.48
9 H -0.19 0.48 -0.03

natural (NBO) population analysis, charges in e, atoms 1 to 6: 0.766 -0.472 0.149 -0.769 -0.356 -0.750

***

The following is a quantum chemistry calculation of an isolated molecule of C2H2ClNS2 at a distorted geometry, from the Open Molecules 2025 dataset.

## Properties
- total charge = 0
- energy above the lowest of the compared OMol25 structures with the same formula, charge and spin (kcal/mol) = 43.6
- E_tot (Ha) = -1388.5966
- LUMO energy (alpha / beta) (Ha) = -0.069 / -0.056

Element x y z (Å)
1 C 0.06 0.06 -0.91
2 C -0.99 0.11 -0.03
3 N -1.05 1.41 -3.07
4 S 0.04 0.38 -2.60
5 S -2.61 0.16 -0.43
6 Cl -1.93 2.37 -2.04
7 H 1.04 -0.22 -0.57
8 H -0.75 0.02 1.02

natural (NBO) population analysis, charges in e, atoms 1 to 6: -0.539 -0.369 -0.712 0.889 0.004 0.269

***

The following is a quantum chemistry calculation of an isolated molecule of C2H2ClNS2 at a distorted geometry, from the Open Molecules 2025 dataset.

## Properties
- total charge = 0
- energy above the lowest of the compared OMol25 structures with the same formula, charge and spin (kcal/mol) = 15.5
- E_tot (Ha) = -1388.6414
- LUMO energy (Ha) = -0.018

Element x y z (Å)
1 C 0.38 0.02 0.65
2 C -0.33 -1.10 0.32
3 N 0.24 0.05 -1.65
4 S 0.78 1.05 -0.62
5 S -0.70 -1.43 -1.35
6 Cl -0.46 2.80 -0.03
7 H 0.63 0.45 1.61
8 H -0.56 -1.85 1.08

natural (NBO) population analysis, charges in e, atoms 1 to 6: -0.532 -0.341 -0.959 1.178 0.605 -0.450

***

The following is a quantum chemistry calculation of a cluster of 2 separate species, C2H2ClOP in total at a distorted geometry, from the Open Molecules 2025 dataset.

## Properties
- total charge = 0
- energy above the lowest of the compared OMol25 structures with the same formula, charge and spin (kcal/mol) = 80.2
- E_tot (Ha) = -954.0196
- LUMO energy (alpha / beta) (Ha) = -0.013 / -0.013

Element x y z (Å)
1 C 2.03 0.04 -0.05
2 C -0.21 0.68 -0.28
3 O 2.67 -0.07 -1.03
4 P -1.11 -0.64 -0.83
5 Cl -0.36 2.37 -0.13
6 H 2.09 0.22 1.10
7 H -2.41 -0.12 -1.39

natural (NBO) population analysis, charges in e, atoms 1 to 6: 0.536 -0.675 -0.427 0.372 0.045 0.206

***

The following is a quantum chemistry calculation of an isolated molecule of C2H2ClP at a distorted geometry, from the Open Molecules 2025 dataset.

## Properties
- total charge = 0
- energy above the lowest of the compared OMol25 structures with the same formula, charge and spin (kcal/mol) = 47.6
- E_tot (Ha) = -878.8331
- LUMO energy (alpha / beta) (Ha) = -0.044 / -0.056

Element x y z (Å)
1 C -0.54 0.45 -0.03
2 C 0.55 -0.36 -0.06
3 P 2.23 0.05 -0.07
4 Cl -2.20 -0.06 -0.07
5 H -0.57 1.45 0.22
6 H 0.53 -1.53 0.02

From a natural (NBO) analysis of the wavefunction, the atomic charges in e read: -0.157 -0.723 0.410 0.003 0.208 0.259

***

The following is a quantum chemistry calculation of a structure of composition C2H2CuLiO2 at a distorted geometry, from the Open Molecules 2025 dataset.

## Properties
- total charge = +1
- ⟨S²⟩ = 0.759
- energy above the lowest of the compared OMol25 structures with the same formula, charge and spin (kcal/mol) = 94.8
- E_tot (Ha) = -1875.4550
- multiplicity = 2
- LUMO energy (alpha / beta) (Ha) = -0.211 / -0.213

Element x y z (Å)
1 H 0.02 -1.04 0.86
2 O 0.76 1.03 0.36
3 C 0.73 -0.19 -0.02
4 C -0.24 -0.63 -0.93
5 O -1.25 -0.97 -0.11
6 Cu 2.18 2.60 1.10
7 Li -2.27 0.47 0.51
8 H 0.07 -1.27 -1.76

natural (NBO) population analysis, charges in e, atoms 1 to 6: 0.177 -0.818 0.266 0.076 -0.820 0.950

***

The following is a quantum chemistry calculation of a structure of composition C2H2ErO2 at a distorted geometry, from the Open Molecules 2025 dataset.

## Properties
- total charge = 0
- ⟨S²⟩ = 6.007
- energy above the lowest of the compared OMol25 structures with the same formula, charge and spin (kcal/mol) = 0.0
- E_tot (Ha) = -1242.6726
- multiplicity = 5
- LUMO energy (alpha / beta) (Ha) = -0.029 / -0.077

Element x y z (Å)
1 O -0.30 -1.70 -0.35
2 C 0.07 -0.41 0.05
3 C -0.75 0.62 0.16
4 O -1.69 1.23 -0.32
5 H -0.49 -2.20 0.45
6 Er 2.43 0.49 -0.23
7 H 0.74 1.96 0.24

natural (NBO) population analysis, charges in e, atoms 1 to 6: -0.725 -0.538 0.531 -0.537 0.474 1.295

***

The following is a quantum chemistry calculation of a cluster of 2 separate species, C2H2F2I2O in total at a distorted geometry, from the Open Molecules 2025 dataset.

## Properties
- total charge = 0
- energy above the lowest of the compared OMol25 structures with the same formula, charge and spin (kcal/mol) = 80.4
- E_tot (Ha) = -947.6281
- LUMO energy (Ha) = -0.005

Element x y z (Å)
1 C 0.81 0.01 2.01
2 C -0.71 -0.96 -1.83
3 O 1.50 0.19 1.05
4 F 0.19 -1.27 -2.74
5 F -0.26 -1.70 -0.70
6 I -0.78 1.52 2.53
7 I -0.09 1.43 -1.30
8 H 0.93 -0.87 2.60
9 H -1.59 1.65 -1.63

natural (NBO) population analysis, charges in e, atoms 1 to 6: 0.345 0.529 -0.490 -0.350 -0.413 -0.024

***

The following is a quantum chemistry calculation of a structure of composition C2H2F2MgORb at a distorted geometry, from the Open Molecules 2025 dataset.

## Properties
- total charge = +2
- ⟨S²⟩ = 0.788
- energy above the lowest of the compared OMol25 structures with the same formula, charge and spin (kcal/mol) = 128.2
- E_tot (Ha) = -575.7264
- multiplicity = 2
- LUMO energy (alpha / beta) (Ha) = -0.363 / -0.372

Element x y z (Å)
1 F 2.82 -0.41 0.64
2 O 0.25 0.53 -0.37
3 Mg 2.20 1.13 -0.13
4 Rb 2.39 -3.02 1.66
5 C -1.30 0.05 -0.93
6 C -1.26 0.78 0.21
7 H -2.53 0.32 -0.30
8 F -1.11 -1.24 -0.99
9 H -1.47 1.86 0.20

natural (NBO) population analysis, charges in e, atoms 1 to 6: -0.938 -0.851 1.911 0.998 0.504 -0.054

***

The following is a quantum chemistry calculation of an isolated molecule of C2H2F2N2 at a distorted geometry, from the Open Molecules 2025 dataset.

## Properties
- total charge = 0
- energy above the lowest of the compared OMol25 structures with the same formula, charge and spin (kcal/mol) = 12.3
- E_tot (Ha) = -386.6035
- LUMO energy (Ha) = -0.018
- SMILES = [H]/N=C(F)/C(F)=N/[H]

Element x y z (Å)
1 H 2.30 -0.66 -1.16
2 N 1.22 -0.72 -1.13
3 C 0.67 -0.12 -0.18
4 F 1.36 0.46 0.84
5 C -0.72 0.07 0.11
6 F -1.60 -0.20 -1.10
7 N -1.18 0.34 1.20
8 H -2.06 0.83 1.42

natural (NBO) population analysis, charges in e, atoms 1 to 6: 0.384 -0.573 0.521 -0.326 0.571 -0.393

***

The following is a quantum chemistry calculation of a cluster of 2 separate species, C2H2F2O2 in total at a distorted geometry, from the Open Molecules 2025 dataset.

## Properties
- total charge = 0
- energy above the lowest of the compared OMol25 structures with the same formula, charge and spin (kcal/mol) = 53.2
- E_tot (Ha) = -427.5394
- LUMO energy (Ha) = 0.026

Element x y z (Å)
1 C 1.65 0.06 -0.27
2 C -2.26 0.39 -0.15
3 O 1.65 -0.23 -1.40
4 O -1.80 -0.21 0.91
5 F 1.00 -0.62 0.66
6 F -1.37 0.27 -1.12
7 H 2.08 0.93 0.23
8 H -0.95 -0.59 1.14

natural (NBO) population analysis, charges in e, atoms 1 to 6: 0.730 0.554 -0.484 -0.718 -0.355 -0.361

***

The following is a quantum chemistry calculation of an isolated molecule of C2H2F2OS at a distorted geometry, from the Open Molecules 2025 dataset.

## Properties
- total charge = 0
- energy above the lowest of the compared OMol25 structures with the same formula, charge and spin (kcal/mol) = 36.6
- E_tot (Ha) = -750.4974
- LUMO energy (Ha) = -0.039
- SMILES = O=CC(F)(F)S

Element x y z (Å)
1 O 0.92 1.17 -0.75
2 C 0.13 1.07 0.13
3 C -1.20 0.62 0.01
4 F -2.15 0.81 0.92
5 F -1.73 0.92 -1.20
6 S -0.90 -1.53 -0.04
7 H 0.49 1.16 1.15
8 H 0.26 -1.68 -0.92

natural (NBO) population analysis, charges in e, atoms 1 to 6: -0.454 0.293 0.659 -0.291 -0.312 -0.208